Entry one
Density functional theory data (ωB97M-V/def2-TZVPD) for C4H9N3O in the gas phase.

```
! wB97M-V def2-TZVPD RIJCOSX def2/J DEFGRID3
* xyz 0 1
C 0.77358 -2.61870 -0.79732
C 1.07466 -0.74125 0.50942
C -1.75160 0.94873 -0.58857
C 0.02582 1.97219 0.72962
H -0.25077 -2.79489 -0.37637
H 1.16672 -3.64841 -0.90112
H 0.72088 -2.16079 -1.73988
H 1.61010 -0.21851 1.35933
H -2.03694 2.02513 -0.67955
H -1.56744 0.66071 -1.64028
H -2.61534 0.37081 -0.13446
H -0.53235 2.88013 0.71425
H 1.22689 2.77839 1.89034
N 0.00505 -0.31430 -0.03544
N -0.56436 0.89196 0.16728
N 1.11128 1.86703 1.47705
O 1.60384 -1.89822 0.04573
*
```

As for the structure (SMILES): [H]/N=C/N(C)/N=C/OC. The highest occupied orbital energy comes out at -8.23 eV.

=====

Entry two
Density functional theory data (ωB97M-V/def2-TZVPD) for C4H9N3O as an isolated structure.

```
! wB97M-V def2-TZVPD RIJCOSX def2/J DEFGRID3
* xyz 0 1
C 1.92317 -0.39879 0.50217
C -0.44929 -1.04548 -0.55308
C -0.08640 1.13025 0.20472
C 0.51107 -0.03252 0.22094
N -1.26350 -1.83257 0.31846
N 0.11397 2.43823 0.16967
N -1.50664 0.48575 -0.73590
O 0.10108 -1.64110 -1.51327
H -1.50822 -1.42688 1.21117
H -1.00742 -2.81038 0.27647
H -0.51414 3.01365 0.71500
H 0.70257 2.83916 -0.54890
H -1.49211 0.72500 -1.72266
H -2.37834 0.12871 -0.36709
H 2.01870 -0.57254 1.57998
H 2.17074 -1.35008 0.02186
H 2.66476 0.34958 0.22047
*
```

The highest occupied orbital energy comes out at -8.23 eV.

=====

Going by the computed energies, the most stable comes first: entry one, entry two.

=====

Entry one
Density functional theory data (ωB97M-V/def2-TZVPD) for C2H3F2N in the gas phase.

```
! wB97M-V def2-TZVPD RIJCOSX def2/J DEFGRID3
* xyz 0 1
C 0.23395 0.06624 -0.77321
C -0.38336 -0.45767 0.48240
N 0.01596 0.88903 0.39891
F 1.51040 -0.37079 -1.10621
F -1.67541 -0.62592 0.50879
H -0.33971 0.42542 -1.59621
H -0.07721 -1.25658 1.02039
H 0.71538 1.33028 1.06515
*
```

As for the structure (SMILES): F[C@@H]1N[C@H]1F. The highest occupied orbital energy comes out at -10.47 eV.

=====

Entry two
Density functional theory data (ωB97M-V/def2-TZVPD) for a 2-piece molecular cluster, C2H3F2N overall.

```
! wB97M-V def2-TZVPD RIJCOSX def2/J DEFGRID3
* xyz 0 1
C 0.21999 -0.68109 -0.14143
C 1.51517 -0.31656 0.38674
N 0.68173 0.68636 0.45534
F 2.73099 -0.82694 0.45306
F -0.07644 3.06317 0.12820
H 0.07209 -0.61451 -1.22911
H -0.53920 -1.26234 0.55112
H 0.25206 2.23913 0.37848
*
```

As for the structure (SMILES): FC1=NC1.F. The highest occupied orbital energy comes out at -11.65 eV.

=====

Going by the computed energies, the most stable comes first: entry one, entry two.

=====

Entry one
Density functional theory data (ωB97M-V/def2-TZVPD) for a 3-piece molecular cluster, C4H13NO2 overall.

```
! wB97M-V def2-TZVPD RIJCOSX def2/J DEFGRID3
* xyz 0 1
N 0.78778 0.22802 0.21941
C 0.57263 0.85255 1.70774
C 1.64818 0.22938 2.57636
C 2.47178 -0.61864 1.63619
C 2.19090 0.02307 0.26721
H 0.31884 0.77184 -0.52429
H -0.37002 0.53386 2.01064
H 0.74576 1.90950 1.60127
H 1.15315 -0.40969 3.29971
H 2.31030 1.03016 3.13001
H 2.13101 -1.66107 1.66216
H 3.53783 -0.72021 1.84870
H 2.51167 -0.49231 -0.64182
H 2.77649 0.99641 0.27887
H -0.96443 -0.20630 -1.13930
H -2.28495 -0.42034 -1.81064
O -1.38213 -0.13129 -2.03692
H -4.52248 0.33944 -3.68681
H -5.28192 -1.09031 -3.51762
O -4.72745 -0.50562 -3.10955
*
```

As for the structure (SMILES): C1CCNC1.O.O. The highest occupied orbital energy comes out at -8.80 eV.

=====

Entry two
Density functional theory data (ωB97M-V/def2-TZVPD) for a 2-piece molecular cluster, C4H13NO2 overall.

```
! wB97M-V def2-TZVPD RIJCOSX def2/J DEFGRID3
* xyz 0 1
C 0.58341 1.64432 1.51668
N 1.04550 0.28035 1.62775
C 0.23206 -0.79135 1.06231
C 0.60154 -1.25887 -0.34118
C -0.39370 -2.32273 -0.79644
O 0.77189 -0.19830 -1.27318
H 0.64553 1.95847 0.49332
H -0.35728 1.79993 2.02784
H 1.21350 2.31947 2.09548
H 2.00289 0.18159 1.33309
H -0.82217 -0.54485 1.10455
H 0.42343 -1.64553 1.72529
H 1.59858 -1.68778 -0.38947
H 0.09071 -3.10123 -1.39890
H -1.16323 -1.90278 -1.44092
H -0.81538 -2.88523 0.03063
H -0.01426 0.29544 -1.51353
H -2.29529 1.76670 -0.52809
H -1.35534 2.29213 -1.58163
O -2.29516 2.14430 -1.41893
*
```

As for the structure (SMILES): CNC[C@@H](C)O.O. The highest occupied orbital energy comes out at -8.55 eV.

=====

Going by the computed energies, the most stable comes first: entry two, entry one.

=====

Entry one
Density functional theory data (ωB97M-V/def2-TZVPD) for a 2-piece molecular cluster, C5H11NO2 overall.

```
! wB97M-V def2-TZVPD RIJCOSX def2/J DEFGRID3
* xyz 0 1
C 0.72558 -1.89055 0.83960
C 0.67867 0.52202 1.66774
C 0.81806 -0.42605 0.50703
C 1.34161 -0.01595 -0.67773
H 0.64903 1.56476 1.33607
H 1.62549 -2.23185 1.36014
H -0.14124 -2.07720 1.48166
H 0.60163 -2.49813 -0.06279
H 1.51286 0.41362 2.36728
H -0.25104 0.31848 2.20889
H 1.63894 1.01543 -0.83846
H 1.55832 -0.71830 -1.47601
N -1.18364 0.88311 -1.69016
C -1.76976 0.11246 -0.68283
O -0.95495 2.24936 -1.41515
O -2.23657 -0.99886 -0.90200
H -1.76676 2.68477 -1.73607
H -0.81870 0.38146 -2.49358
H -2.02755 0.71143 0.20639
*
```

As for the structure (SMILES): C=C(C)C.O=CNO. The highest occupied orbital energy comes out at -8.89 eV.

=====

Entry two
Density functional theory data (ωB97M-V/def2-TZVPD) for a 3-piece molecular cluster, C5H11NO2 overall.

```
! wB97M-V def2-TZVPD RIJCOSX def2/J DEFGRID3
* xyz 0 1
C -0.35699 1.49866 -0.64012
C -0.00192 0.01958 -0.55592
N 0.59971 -0.48869 0.61855
C 3.29678 -0.54026 1.43162
C -0.81265 -0.79358 0.31374
C -3.17947 -0.11146 -1.23268
O -3.13610 0.20219 -0.01354
O -2.26505 -0.65068 -1.87679
H 0.48680 2.09886 -0.32349
H 2.72134 0.33345 1.17072
H -1.21648 1.70741 -0.00538
H 0.49263 -0.52106 -1.37276
H -0.54726 1.75755 -1.67585
H 3.22906 -1.29868 0.65536
H 2.87321 -0.98119 2.33459
H 4.32013 -0.22894 1.63237
H -1.32184 -0.30403 1.15694
H -1.05095 -1.83718 0.14012
H -4.13094 0.13804 -1.75749
*
```

The highest occupied orbital energy comes out at -8.87 eV.

=====

Going by the computed energies, the most stable comes first: entry one, entry two.